Entry 1:
91
Properties=species:S:1:pos:R:3:forces:R:3:mulliken_charge:R:1 method="wB97M-V/def2-TZVPD" max_force_ev_per_a=1.3 homo_ev=-6.5204 homo_lumo_gap_ha=0.3050 charge=-1
O 3.588 1.993 2.647 0.0094 -0.1839 0.2143 -0.673
P 2.583 2.634 1.770 1.0070 -0.4784 0.7408 0.772
S 2.775 4.814 1.786 0.3689 0.9982 0.2259 1.002
O 4.008 4.964 2.509 0.0476 -0.1920 0.2536 -0.668
O 2.833 5.181 0.391 -0.4013 -0.2092 -0.1433 -0.545
N 1.641 5.523 2.654 -0.2702 -0.8892 -0.6810 -0.570
S 0.132 5.631 2.108 -0.2656 0.6690 0.2815 1.224
O -0.015 5.759 0.679 0.2561 -0.1483 -0.2588 -0.619
O -0.510 6.652 2.898 0.0372 0.0305 0.2521 -0.775
C -0.755 4.120 2.525 -0.5353 -0.3164 -0.3270 -1.038
C -1.028 3.196 1.318 0.1729 0.3782 0.6032 -0.342
C -2.263 3.655 0.580 -0.2306 -0.0678 0.0606 -0.211
Cl -2.584 2.593 -0.834 -0.0203 0.0311 -0.0742 -0.277
H 2.822 2.270 0.431 -0.5795 0.2625 -0.2353 -0.041
H 1.283 2.243 2.141 -0.2018 0.2283 -0.4337 -0.115
H -0.291 3.593 3.355 0.2174 0.1217 0.0036 0.421
H -1.721 4.492 2.875 0.0792 0.0850 0.2004 0.456
H -1.211 2.195 1.711 0.1756 -0.1446 -0.2216 0.220
H -0.166 3.212 0.656 -0.0549 -0.2126 -0.1694 0.440
H -3.145 3.566 1.209 0.2412 0.0059 -0.0360 -0.087
H -2.189 4.680 0.231 0.1809 -0.0268 -0.1500 0.464
C -8.118 -0.262 0.223 0.2136 0.0856 -0.0186 -1.116
C -8.547 0.487 1.465 -0.3038 -0.2380 -0.1320 -0.222
O -7.419 1.090 2.131 0.0207 0.0342 0.0518 -0.318
C -6.988 2.232 1.614 -0.0922 -0.1160 -0.0016 0.237
O -7.437 2.813 0.674 0.0034 0.0661 -0.0094 -0.513
C -5.802 2.754 2.446 0.2300 0.0381 0.0247 1.018
F -4.923 1.782 2.710 0.0049 -0.0778 0.0053 -0.229
F -6.241 3.240 3.615 -0.0898 0.0074 0.0452 -0.283
F -5.166 3.721 1.802 -0.2647 0.1044 0.0174 -0.262
H -7.355 -1.000 0.469 -0.0539 -0.0521 0.0219 0.301
H -8.973 -0.773 -0.218 -0.0207 -0.0053 0.0188 0.378
H -7.699 0.416 -0.519 -0.0606 0.0302 -0.0114 0.325
H -8.976 -0.193 2.198 0.1023 0.0249 0.0913 0.321
H -9.289 1.252 1.240 0.0987 0.1015 -0.0275 0.323
C -3.573 -0.680 5.205 -0.0319 -0.1096 -0.2405 -0.932
C -2.108 -0.958 5.456 -0.1592 0.2432 0.3314 -0.226
O -1.603 -1.957 4.541 0.0412 -0.0330 -0.0253 -0.315
C -1.294 -1.519 3.330 -0.0227 0.0622 0.2172 0.142
O -1.372 -0.400 2.923 0.0108 0.0397 -0.1297 -0.552
C -0.757 -2.690 2.485 -0.0465 -0.0516 -0.0858 1.181
F -1.531 -3.776 2.607 -0.0391 -0.0534 0.0110 -0.289
F 0.477 -3.021 2.892 -0.0498 0.0853 0.1498 -0.324
F -0.700 -2.364 1.203 0.0288 0.0518 -0.0779 -0.228
H -4.152 -1.603 5.259 0.0057 -0.0017 0.0958 0.317
H -3.956 0.019 5.948 0.0276 0.0063 0.0235 0.398
H -3.727 -0.249 4.217 0.0313 0.0822 0.0240 0.159
H -1.956 -1.378 6.447 0.0543 -0.1489 -0.0653 0.306
H -1.505 -0.055 5.379 0.0230 -0.0185 -0.1555 0.303
C 2.423 -4.881 1.178 0.2242 -0.1476 -0.0650 -0.829
C 1.338 -5.728 0.553 -0.1064 0.4044 0.2245 -0.205
O 1.901 -6.718 -0.341 -0.0436 -0.0654 -0.1012 -0.309
C 2.396 -7.804 0.221 -0.1006 0.1395 0.0247 0.334
O 2.425 -8.078 1.384 0.0286 -0.0707 -0.0032 -0.515
C 2.925 -8.749 -0.878 0.0481 0.0192 0.0521 0.894
F 3.658 -8.086 -1.779 0.0428 0.0194 -0.0612 -0.238
F 1.898 -9.321 -1.520 -0.0680 -0.0310 -0.0515 -0.258
F 3.675 -9.708 -0.352 0.0443 -0.0760 0.0325 -0.244
H 3.039 -4.423 0.403 -0.0740 0.0713 -0.0152 0.257
H 1.977 -4.096 1.784 0.0869 -0.0705 -0.1029 0.168
H 3.076 -5.481 1.811 -0.0659 -0.0219 0.0466 0.350
H 0.687 -5.120 -0.071 0.0395 -0.0839 -0.1311 0.305
H 0.722 -6.224 1.302 0.0958 -0.1285 0.0069 0.331
C 4.525 -4.410 -4.665 0.0567 0.2812 0.0239 -1.180
C 3.195 -4.418 -3.945 0.0868 -0.4347 -0.1005 -0.026
O 2.962 -3.188 -3.228 -0.0623 0.0149 0.0406 -0.282
C 2.556 -2.163 -3.965 0.0847 -0.1089 -0.0300 0.289
O 2.394 -2.150 -5.148 -0.0613 0.0368 -0.0103 -0.535
C 2.274 -0.946 -3.059 -0.0544 0.0396 0.0388 0.982
F 3.238 -0.778 -2.154 0.1008 0.0377 0.0154 -0.264
F 1.121 -1.136 -2.403 -0.0779 -0.0647 0.0154 -0.265
F 2.166 0.153 -3.787 -0.0190 0.0762 -0.0239 -0.234
H 5.334 -4.198 -3.965 0.0062 -0.0875 0.0256 0.297
H 4.704 -5.379 -5.128 -0.0175 -0.0271 0.0244 0.391
H 4.547 -3.645 -5.440 -0.0477 -0.0392 -0.0423 0.337
H 3.176 -5.197 -3.186 -0.0255 0.1061 0.1196 0.148
H 2.368 -4.599 -4.631 -0.0186 0.1459 -0.0374 0.330
C 2.827 4.944 -2.524 -0.1234 -0.3247 -0.4121 -0.988
C 3.792 5.246 -3.645 -0.0569 0.3867 0.2886 -0.325
O 4.154 4.050 -4.386 0.0579 -0.0069 -0.0144 -0.305
C 3.300 3.637 -5.298 0.0136 0.1236 0.0930 0.285
O 2.263 4.138 -5.618 -0.0037 -0.0363 -0.0649 -0.528
C 3.862 2.373 -5.984 -0.1059 -0.0622 0.0171 1.011
F 4.334 1.495 -5.096 0.0790 -0.0355 0.0158 -0.238
F 4.868 2.710 -6.807 0.0751 0.0343 -0.0467 -0.284
F 2.923 1.773 -6.707 -0.0420 -0.0188 -0.0473 -0.254
H 3.235 4.181 -1.868 0.0652 0.0764 0.1241 0.284
H 2.638 5.835 -1.934 0.0345 0.0203 0.0825 0.391
H 1.875 4.580 -2.915 -0.0124 0.0774 -0.0322 0.335
H 4.732 5.620 -3.247 0.0874 -0.1357 -0.0617 0.321
H 3.400 5.991 -4.337 -0.0663 -0.1313 -0.1114 0.330

---

Entry 2:
13
Properties=species:S:1:pos:R:3:forces:R:3:mulliken_charge:R:1 method="wB97M-V/def2-TZVPD" max_force_ev_per_a=1.2 homo_ev=-8.3532 e_above_lowest_ev=5.775 homo_lumo_gap_ha=0.3409 charge=0
C -1.159 0.940 0.110 -0.0746 0.1365 -0.0518 -0.553
C -0.987 -0.540 0.074 -0.0545 -0.2151 0.0753 -0.272
C -0.623 0.244 -1.108 -0.3664 -0.0767 -0.6789 -0.334
N 1.501 0.446 -0.218 0.0793 -0.3779 1.1127 -0.482
C 1.724 -0.093 0.917 0.5273 0.3426 0.5759 -0.367
C 0.435 -0.579 -0.517 -0.1255 0.1133 -1.1861 -0.195
H -0.529 1.546 0.767 -0.0096 -0.1317 -0.3680 0.166
H -2.172 1.324 -0.002 0.0865 -0.1889 0.0832 0.250
H -1.704 -1.346 0.192 0.2823 0.1000 0.1726 0.310
H -0.812 0.329 -2.157 -0.6813 -0.0606 -0.1602 0.385
H 1.538 0.426 1.854 0.9979 0.4403 0.4819 0.292
H 2.069 -1.134 0.983 -0.7112 -0.4234 0.3273 0.319
H 0.718 -1.564 -0.895 0.0496 0.3416 -0.3838 0.480

---

Entry 3:
27
Properties=species:S:1:pos:R:3:forces:R:3:mulliken_charge:R:1 method="wB97M-V/def2-TZVPD" max_force_ev_per_a=0.8 homo_ev=-8.4281 smiles=Cc1ccc(O)cc1.CCC e_above_lowest_ev=0.689 homo_lumo_gap_ha=0.3398 charge=0
C -0.775 2.090 -3.193 0.1044 -0.1194 -0.0670 -1.375
C -0.460 0.769 -2.543 -0.0949 -0.2316 0.4388 0.411
C -1.293 0.238 -1.553 -0.0806 0.1640 -0.5002 -0.509
C -1.065 -0.999 -0.972 0.3311 0.5256 0.3811 -0.462
C 0.087 -1.716 -1.298 -0.8204 0.1134 -0.0928 0.831
O 0.380 -2.921 -0.730 0.2405 -0.0598 -0.0731 -0.569
C 0.925 -1.207 -2.271 0.3697 -0.0345 -0.1187 -0.626
C 0.658 0.016 -2.876 0.0948 -0.0716 -0.2470 -0.366
H -1.292 2.751 -2.502 -0.0121 0.0631 0.0693 0.358
H -1.425 1.957 -4.059 -0.0035 -0.0129 -0.0482 0.282
H 0.133 2.588 -3.532 -0.0234 0.0108 0.0011 0.362
H -2.171 0.804 -1.261 0.0131 -0.0376 0.0728 0.316
H -1.726 -1.285 -0.162 0.0208 -0.3936 -0.0788 0.310
H -0.391 -3.255 -0.265 -0.0492 0.0523 0.0944 0.299
H 1.798 -1.781 -2.556 -0.0039 0.0239 0.0109 0.392
H 1.334 0.361 -3.657 -0.0859 0.0178 0.1808 0.336
C 0.322 -0.861 3.835 0.2606 -0.0944 -0.0676 -1.257
C 0.399 -0.135 2.491 0.0273 -0.0796 0.0847 0.351
C 0.665 1.356 2.655 -0.0245 0.1205 -0.1522 -1.277
H -0.234 -0.294 4.585 -0.2326 -0.0272 -0.1470 0.318
H 1.319 -0.988 4.251 0.1517 -0.0308 0.0419 0.328
H -0.113 -1.859 3.735 -0.0244 0.1150 0.0556 0.329
H 1.212 -0.552 1.889 -0.0922 -0.1402 0.0244 0.207
H -0.517 -0.326 1.918 0.0636 0.2662 0.0940 0.030
H 1.643 1.541 3.107 -0.0720 -0.1012 0.1204 0.327
H 0.680 1.867 1.693 -0.0598 0.0066 -0.1200 0.322
H -0.093 1.842 3.271 0.0018 -0.0448 0.0423 0.333

---

Entry 4:
17
Properties=species:S:1:pos:R:3:forces:R:3:mulliken_charge:R:1 method="wB97M-V/def2-TZVPD" max_force_ev_per_a=16.9 homo_ev=-8.8939 e_above_lowest_ev=4.033 homo_lumo_gap_ha=0.3444 charge=0
C 0.373 -0.060 1.744 -0.5090 0.0669 -1.9495 0.089
C 0.253 0.010 0.240 -0.6487 -2.2484 0.7193 0.749
C 0.633 1.083 -0.516 0.5655 1.0570 5.2441 -0.250
C 0.471 1.133 -1.796 -1.6919 2.1147 -9.7113 -0.220
C -0.058 0.125 -2.633 3.1445 -2.8753 16.3701 -0.887
C -0.553 -1.113 -1.738 2.4928 2.2317 -5.1215 -0.251
C -0.316 -1.146 -0.388 -0.7775 1.1346 -0.6406 -0.573
H -0.546 -0.033 3.373 -1.7949 -1.9599 -2.2468 0.271
H -1.953 -0.296 1.913 5.2699 -0.7164 1.9976 0.346
H 1.604 0.217 3.372 -0.8507 -0.1482 -3.3204 0.223
H 0.876 2.056 -0.075 0.3562 -0.7284 0.4773 0.307
H 0.575 2.174 -2.362 0.2394 -2.1267 1.4010 0.166
H -0.453 0.068 -3.433 -4.1591 0.1961 -10.9847 0.624
H -0.814 -1.946 -2.487 -0.2734 0.9067 2.0630 0.269
H -0.832 -1.938 0.136 0.6390 -0.1785 0.6040 0.420
N -0.750 -0.574 2.408 -3.1287 2.8533 1.7455 -0.631
N 1.491 0.241 2.243 1.1265 0.4206 3.3529 -0.653